Arrangement 1

A gas-phase ion, C4H9O2 (charge +1). Source: the OMol25 dataset; level of theory: ωB97M-V with the def2-TZVPD basis set.

Last column: natural (NBO) charge in e.
Element x y z (Å)
C: -0.7187 -0.1088 0.1141  0.8960
C: -2.2234 -0.2864 0.0458  -0.7210
C: 0.9732 1.6872 0.0311  -0.2557
C: 1.4283 -1.4367 -0.0984  -0.2353
O: -0.3492 1.1003 0.0658  -0.4133
O: -0.0865 -1.2170 0.0262  -0.4292
H: -2.6560 0.4416 -0.6383  0.2711
H: -2.6300 -1.2791 -0.3506  0.2787
H: -2.6429 -0.0613 1.0866  0.2803
H: 0.9932 2.3716 -0.8191  0.2393
H: 1.7136 0.9103 -0.0836  0.1899
H: 1.0944 2.2067 0.9668  0.2330
H: 1.7885 -0.7278 0.6430  0.1984
H: 1.4578 -2.4517 0.1193  0.2377
H: 1.8579 -1.1489 -1.1087  0.2301

Values from the calculation:
Highest occupied orbital energy = -17.117 eV
LUMO level = -0.1432 Ha
Orbital gap = 13.222 eV
Net charge = +1


Arrangement 2

2 unconnected molecules or ions with the total composition C4H9O2. Source: the OMol25 dataset; level of theory: ωB97M-V with the def2-TZVPD basis set.

Last column: natural (NBO) charge in e.
Element x y z (Å)
C: 1.6049 -1.2923 -1.1143  0.3407
C: -0.5769 1.5223 -0.2871  -0.7301
C: -1.2505 -0.6949 0.7677  -0.7149
C: -0.1964 0.2940 0.4402  0.7287
O: 0.8623 0.2642 1.1864  -0.6048
O: 0.5414 -0.7385 -1.1632  -0.4776
H: 1.9873 -1.8669 -1.9607  0.1768
H: 2.2492 -1.2542 -0.2247  0.1458
H: -1.2305 2.1046 0.3678  0.2840
H: 0.2766 2.1416 -0.5551  0.2452
H: -1.1507 1.2883 -1.1806  0.2793
H: -1.7513 -0.3580 1.6815  0.2816
H: -0.8354 -1.6772 0.9829  0.2630
H: -1.9883 -0.7611 -0.0283  0.2630
H: 1.4582 1.0281 1.0875  0.5193

Values from the calculation:
Highest occupied orbital energy = -15.752 eV
LUMO level = -0.1509 Ha
Orbital gap = 11.647 eV
Net charge = +1


Of the structures shown above, arrangement 2 is the most stable.